No. 1
Here is a structure of composition C34H33F3IrN7OS2 from OMol25. Energies are from ωB97M-V with the def2-TZVPD basis set.

The geometry in ORCA input format:
```
! RIJCOSX wB97M-V def2-TZVPD def2/J DEFGRID3
* xyz 1 2
Ir -0.3758 0.6290 -1.5277
S 1.2060 2.2954 -1.2139
S 3.0886 3.2369 0.7469
F -2.9402 1.6033 -2.1641
F -1.6410 3.1798 -1.4948
F -1.4236 2.3901 -3.4913
O 0.6855 -1.7706 -1.5988
N -1.1397 1.0563 0.3077
N -1.7753 -0.8173 -2.1509
N -2.6192 1.7153 2.1467
N 0.2183 0.1737 -3.4133
N 1.3566 -0.1903 0.4038
N 2.0645 0.8245 0.9240
N -1.7034 -1.2004 -3.3320
C 1.2962 0.6148 -4.0577
C -2.8688 -1.3437 -1.4019
C -0.6083 -0.6880 -4.0386
C 0.4268 -2.6417 -0.7497
C 5.1917 0.1985 0.3817
C -3.2568 2.8705 4.6743
C 5.9300 -0.4793 -0.5793
C 6.1402 2.2738 -0.3533
C -5.1223 -2.1265 -1.2707
C 1.8914 -1.2261 2.5660
C -0.4020 -1.1090 -5.3348
C -2.5700 1.5086 4.5843
C -0.5292 -4.8407 -0.2665
C 6.7732 0.2197 -1.4291
C -3.2186 3.0629 2.1718
C 6.8788 1.6000 -1.3121
C 0.3079 -3.4810 1.5621
C 1.5743 0.2262 -5.3597
C 0.6845 -2.4465 0.6807
C 1.3119 -1.2539 1.1768
C -1.6493 2.0350 -2.2048
C -1.8350 1.3595 1.1765
C -2.8792 3.7511 3.4845
C -3.7102 -2.1674 0.6795
C 0.7136 -0.6384 -6.0106
C -2.9159 0.8186 3.2732
C -4.0876 -1.5963 -2.0198
C 5.2877 1.5802 0.5020
C -2.6751 -1.6117 -0.0546
C -0.2876 -4.6327 1.1195
C -4.9346 -2.4193 0.0754
C 4.4694 2.3264 1.5186
C -0.1883 -3.8872 -1.1632
C 2.0626 1.9191 0.2160
H -0.3631 -4.0065 -2.2250
H -2.3488 -0.1016 3.1353
H 1.9362 1.2924 -3.5104
H -1.1089 -1.7935 -5.7801
H -1.8085 3.9702 3.5081
H 7.5435 2.1512 -1.9643
H -4.3426 2.7300 4.6954
H 0.4693 -3.3558 2.6237
H -5.7460 -2.8429 0.6519
H 2.1093 -2.2236 2.9357
H -3.5574 -2.4090 1.7234
H 5.8503 -1.5560 -0.6574
H 0.9084 -0.9477 -7.0281
H -2.8727 0.8668 5.4131
H 2.8067 -0.6412 2.5653
H -1.7154 -1.4165 0.4042
H -4.2185 -1.3575 -3.0657
H 7.3549 -0.3081 -2.1735
H -2.8462 3.6156 1.3111
H 4.5374 -0.3499 1.0471
H -2.9856 3.3649 5.6070
H 6.2223 3.3513 -0.2678
H -3.4075 4.7044 3.5276
H 2.4603 0.6089 -5.8447
H 4.0749 1.6776 2.2956
H -3.9815 0.5724 3.2377
H 5.0541 3.1182 1.9883
H 1.2080 -0.7310 3.2604
H -0.9917 -5.7623 -0.5949
H -1.4856 1.6353 4.6465
H -4.3009 2.9480 2.0625
H -0.5778 -5.3936 1.8312
H -6.0801 -2.3117 -1.7376
*
```

The calculation puts the HOMO energy (alpha / beta) at -0.3727 / -0.3831 Ha. The energy above the lowest of the compared OMol25 structures with the same formula, charge and spin comes out at 0.0 kcal/mol. Its HOMO-LUMO gap (alpha / beta) is 6.10 / 5.61 eV. The calculation puts the maximum force at 0.55 eV/A.


No. 2
Here is a structure of composition C34H33FGeN3O7PdSi from OMol25. Energies are from ωB97M-V with the def2-TZVPD basis set.

The geometry in ORCA input format:
```
! RIJCOSX wB97M-V def2-TZVPD def2/J DEFGRID3
* xyz 1 5
Pd -0.1193 0.2229 0.0023
Ge -0.4443 -2.2744 1.5492
Si 2.4125 -2.0440 -0.2617
F 0.2104 0.9848 1.9036
O -8.2124 1.8896 3.4812
O -2.1223 1.0716 0.0680
O -6.3829 1.5661 4.5814
O -2.1233 1.4752 2.2732
O -6.2642 1.5547 -2.3772
O -8.1422 1.7960 -1.3410
O 0.9753 -1.6474 0.5480
N 0.3919 1.6820 -1.4011
N -7.0149 1.7213 3.5569
N -6.9404 1.6534 -1.3716
C 2.4388 5.1010 -0.2034
C -1.3383 0.1980 -4.2620
C 0.0194 -2.3131 5.7346
C 0.8990 4.0376 -1.7108
C -1.0266 0.5579 -2.9682
C -2.5324 -5.8784 -0.7138
C -1.2848 -3.7564 0.6014
C -6.9629 1.6977 1.0942
C 2.5638 -3.8853 -0.4641
C 1.0826 2.8205 -1.0267
C 0.5416 1.4721 -5.0765
C -4.8849 1.5446 2.3332
C 0.8644 1.8461 -3.7882
C 2.3451 -1.2022 -1.9249
C -4.8528 1.5113 -0.0787
C -0.5593 0.6554 -5.3213
C -2.7077 1.3276 1.1416
C -4.1841 1.4733 1.1373
C -6.2593 1.6517 2.2811
C 1.9129 -3.4688 4.7968
C -2.5291 -3.5828 -0.0002
C -0.6813 -5.0159 0.5551
C 3.7778 -1.3599 0.8000
C 1.9242 2.7752 0.1012
C -6.2259 1.6231 -0.0721
C 0.0725 1.4029 -2.7107
C 2.6083 3.9075 0.4903
C 1.5749 5.1643 -1.2930
C 1.4195 -3.2352 3.5220
C 0.2183 -2.5448 3.3464
C -0.4752 -2.0808 4.4587
C -3.1506 -4.6372 -0.6567
C 1.2100 -3.0065 5.9033
C -1.2974 -6.0691 -0.1033
H 2.0306 1.8568 0.6563
H 2.9670 5.9901 0.1164
H 3.4943 -4.1134 -0.9956
H 2.5359 -0.1293 -1.8553
H 1.7488 2.4385 -3.5952
H -8.0380 1.7873 1.0789
H -4.3165 1.4550 -1.0141
H 2.6082 -4.4048 0.4983
H 1.1610 1.8051 -5.8991
H -0.8229 -7.0422 -0.1319
H 3.2681 3.8644 1.3467
H -0.5230 -1.9502 6.5980
H -0.8047 0.3685 -6.3356
H -4.3807 1.5181 3.2879
H 1.3863 -1.3470 -2.4320
H -2.1968 -0.4331 -4.4514
H 1.4196 6.1030 -1.8084
H 1.9822 -3.5934 2.6647
H 3.8278 -0.2687 0.7461
H -4.1186 -4.4898 -1.1196
H -1.6595 0.2365 -2.1507
H 3.6194 -1.6342 1.8465
H -1.4011 -1.5292 4.3366
H 0.1999 4.0887 -2.5351
H -3.0240 -2.6176 0.0367
H -1.0793 1.2962 2.2100
H -3.0170 -6.7013 -1.2248
H 1.5942 -3.1846 6.8999
H 0.2659 -5.1921 1.0515
H 4.7539 -1.7494 0.4944
H 2.8415 -4.0091 4.9282
H 1.7405 -4.3048 -1.0472
H 3.1133 -1.6231 -2.5829
*
```

The calculation puts the HOMO energy (alpha / beta) at -0.3898 / -0.4362 Ha. The energy above the lowest of the compared OMol25 structures with the same formula, charge and spin comes out at 0.0 kcal/mol. Its HOMO-LUMO gap (alpha / beta) is 7.48 / 6.55 eV. The calculation puts the maximum force at 0.35 eV/A.


No. 3
Here is a structure of composition C34H33FN8O9PS2Sr in a non-equilibrium geometry from OMol25. Energies are from ωB97M-V with the def2-TZVPD basis set.

The geometry in ORCA input format:
```
! RIJCOSX wB97M-V def2-TZVPD def2/J DEFGRID3
* xyz -1 1
Sr 0.4125 0.0853 0.0535
S 0.9415 0.3326 -3.0065
S -2.0531 3.2523 -2.2873
P 2.7120 -1.7152 1.2751
F -1.6475 1.5832 6.2603
O 0.5449 -3.1311 -2.4101
O -4.5382 -6.4580 -3.7201
O -0.2853 -5.3932 -5.6576
O -5.0942 -5.6158 -1.8210
O 2.2140 0.0028 -3.6607
O -0.2594 -3.4187 0.5322
O 1.3062 -4.9105 -4.2976
O -1.4379 -1.6596 -0.1821
O -0.0418 1.1184 -4.0975
N -2.8316 2.0118 -0.1999
N 2.8126 -2.8739 -1.3390
N 3.3194 -4.3246 0.5418
N 0.1178 -5.0102 -4.5677
N 1.1653 1.5774 -1.9580
N 2.4318 1.8558 -0.0140
N 4.9187 -2.6417 -0.1862
N -4.3000 -5.7685 -2.7380
C -0.8085 2.4205 4.2116
C 4.2726 -2.5444 -1.4592
C 0.8016 3.2394 -4.8129
C 4.4887 -1.5983 0.7544
C -0.6533 0.9492 2.2257
C 2.6643 -3.5407 1.5912
C -3.0244 -5.1035 -2.6510
C 3.4951 2.1957 -2.1334
C -1.0696 -2.8652 -0.2432
C -1.5282 -3.6692 -1.4486
C -0.4771 2.1816 2.8782
C -0.5226 -3.7956 -2.4834
C 3.4645 2.4475 0.5839
C 1.4198 4.0126 -5.7843
C 0.6056 1.8871 -5.0504
C 4.5607 2.9307 -0.1102
C 1.0284 1.3041 -6.2336
C -1.3241 1.3752 4.9478
C 4.5817 2.7520 -1.4913
C -1.5163 0.1280 4.3963
C 2.1127 -1.8354 -0.5493
C 1.8526 3.4544 -6.9832
C 4.7213 -3.9809 0.3695
C 2.5599 4.2952 -8.0130
C -0.8572 -4.6916 -3.5492
C 2.6203 -4.2486 -0.6975
C -2.2163 3.0837 -0.5873
C 2.3657 1.8311 -1.3629
C -3.1969 1.2532 -1.2804
C -2.0966 -5.3032 -3.6457
C -2.8573 1.7608 -2.4966
C -1.1759 -0.0594 3.0556
C 1.6442 2.0946 -7.1919
C -2.7288 -4.3000 -1.5290
H 3.4560 2.0849 -3.2066
H 5.4369 3.0809 -2.0705
H 0.8752 0.2450 -6.3889
H 1.0646 -2.1058 -0.6264
H 3.0042 -4.9627 -1.4267
H 2.1760 5.3158 -8.0229
H 3.1522 -3.7483 2.5466
H 1.5665 5.0725 -5.6077
H 0.4642 3.6573 -3.8741
H -1.3567 -1.0529 2.6461
H -1.9223 -0.6721 5.0046
H 5.3696 3.4173 0.4163
H 2.4408 3.8788 -9.0134
H 1.9716 1.6433 -8.1218
H -0.0613 3.0288 2.3305
H 4.7054 -3.2486 -2.1705
H -0.6699 3.3891 4.6786
H 2.3146 -2.9320 -2.2502
H 5.2301 -4.0435 1.3316
H 4.6531 -0.6090 0.3172
H 1.6152 -3.8274 1.6691
H 3.6311 4.3487 -7.8043
H 3.4263 2.4960 1.6672
H -3.4654 -4.2010 -0.7440
H 5.1785 -4.7021 -0.3119
H 1.5462 -4.3697 -0.5608
H 4.3376 -1.5320 -1.8604
H 5.1182 -1.6598 1.6459
H -1.8147 3.8217 0.0924
H -2.3169 -5.9450 -4.4844
H -3.6911 0.3066 -1.1199
H 2.3768 -0.8764 -0.9811
H -3.0148 1.3230 -3.4674
*
```

The calculation puts the HOMO energy at -0.1806 Ha. The energy above the lowest of the compared OMol25 structures with the same formula, charge and spin comes out at 0.0 kcal/mol. Its HOMO-LUMO gap is 6.77 eV. The calculation puts the maximum force at 2.56 eV/A.